Entry 1:
47
Properties=species:S:1:pos:R:3:mulliken_charge:R:1 method="wB97M-V/def2-TZVPD" homo_lumo_gap_ev=9.48 max_force_ha_per_bohr=0.0180 smiles="CCOCC(=O)Nc1ccc(S(=O)(=O)NCCc2ccccc2)cc1" relative_energy_kcal_mol=27.9 total_energy_ha=-1507.7695 lumo_energy_ev=0.52 e_homo_ha=-0.3292
H 5.552 -2.650 -2.078 0.38
H -2.039 2.155 1.755 0.54
C 4.365 -3.237 1.025 -0.57
C 3.705 1.265 0.837 -0.69
O 2.956 2.779 -1.476 -0.64
C -0.144 2.604 0.854 -0.67
N -3.241 0.988 -0.337 -0.12
O -5.278 -0.576 -0.987 -0.45
H -1.578 0.982 -2.334 0.36
H 0.279 3.070 1.729 0.40
C 5.065 -3.443 -0.151 -0.41
O -4.062 1.280 1.784 -0.64
C 2.772 0.140 0.377 -0.28
C -5.887 -2.791 -0.104 -1.22
H -6.122 1.090 -0.239 0.30
H 3.440 3.172 1.601 0.31
H 3.070 -1.930 2.115 0.37
H -6.731 -2.819 -0.789 0.29
C -1.431 2.098 0.867 -0.67
C 0.618 2.519 -0.294 -0.26
H 4.211 -0.604 -1.772 0.42
H -5.488 -3.795 0.007 0.40
H -4.423 -2.276 -1.598 0.33
C -4.802 -1.872 -0.655 -0.14
O 2.192 4.598 0.007 -0.77
H -5.989 -0.221 0.946 0.29
H -3.969 -1.799 0.058 0.27
H 2.317 0.443 -0.566 0.16
N 2.937 2.471 1.077 -0.32
C 0.114 1.941 -1.443 -0.25
S 2.269 3.196 -0.285 1.41
H 0.737 1.898 -2.322 0.55
C 5.008 -2.494 -1.158 -0.61
H 5.651 -4.341 -0.284 0.37
H 4.468 1.432 0.066 0.33
C 3.615 -2.087 1.195 -0.29
H -6.237 -2.452 0.868 0.32
C -4.181 0.904 0.641 0.68
C -1.171 1.435 -1.441 -0.83
C 4.256 -1.346 -0.988 -0.38
H 1.984 0.009 1.120 0.42
H 4.405 -3.975 1.814 0.38
C -1.952 1.509 -0.286 0.87
H 4.200 0.980 1.769 0.46
C -5.480 0.277 0.116 -0.61
H -3.532 0.603 -1.230 0.19
C 3.551 -1.131 0.190 0.03

---

Entry 2:
23
Properties=species:S:1:pos:R:3:mulliken_charge:R:1 method="wB97M-V/def2-TZVPD" homo_lumo_gap_ev="5.27 / 5.27" max_force_ha_per_bohr=0.0239 charge=+2 relative_energy_kcal_mol=0.0 total_energy_ha=-1903.9186 lumo_energy_ev="-9.20 / -9.20" e_homo_ha="-0.5317 / -0.5317"
C 1.487 1.452 2.234 -0.46
H -0.618 3.849 1.020 0.51
C 0.898 2.713 2.073 -0.33
O 2.426 -1.337 2.166 -0.37
O -1.947 0.477 -0.915 -0.52
C -0.153 2.886 1.187 -0.61
Ta -0.977 -1.145 -0.449 1.15
O -2.576 -2.131 -0.330 -0.29
C -0.617 1.774 0.498 0.77
H 2.324 1.295 2.901 0.54
H 1.277 3.556 2.637 0.49
O -2.285 2.710 -0.942 -0.46
O 0.873 -1.744 0.609 -0.61
C 1.442 -0.988 1.415 0.53
C 0.968 0.412 1.501 0.55
H 2.677 -2.273 2.042 0.43
Te -1.572 -3.347 -3.002 0.45
Te -1.118 -3.999 -5.590 0.36
Te 0.101 -1.261 -2.987 -0.15
O -1.406 -2.912 0.119 -0.28
C -1.728 1.752 -0.531 0.29
N -0.069 0.578 0.666 -0.12
Te 0.593 -2.319 -6.320 0.12

---

Entry 3:
11
Properties=species:S:1:pos:R:3:mulliken_charge:R:1 method="wB97M-V/def2-TZVPD" homo_lumo_gap_ev="9.39 / 6.59" max_force_ha_per_bohr=0.0941 relative_energy_kcal_mol=126.9 total_energy_ha=-591.1308 lumo_energy_ev="0.22 / -1.39" e_homo_ha="-0.3369 / -0.2932"
H -1.332 -1.747 0.026 0.25
H -0.425 -0.310 0.610 -0.26
H -2.065 -0.093 0.473 0.30
H 0.517 1.731 -1.622 0.35
C -1.308 -0.614 0.062 -0.29
H 3.358 -0.123 1.859 0.35
C -0.171 0.875 -1.674 -0.71
O 2.472 0.054 2.220 -0.40
H -1.520 -0.621 -2.032 0.32
C -0.974 -0.092 -1.317 0.05
S 1.447 0.939 1.394 0.05

---

Entry 4:
143
Properties=species:S:1:pos:R:3:mulliken_charge:R:1 method="wB97M-V/def2-TZVPD" homo_lumo_gap_ev=5.70 max_force_ha_per_bohr=0.1173 charge=-1 relative_energy_kcal_mol=211.7 total_energy_ha=-4908.3672 lumo_energy_ev=-0.01 e_homo_ha=-0.2101
H -6.810 -6.141 -2.616 0.39
H -0.101 0.983 -0.059 0.29
H 8.346 6.292 0.547 0.45
C -9.019 1.731 -1.844 -0.74
H -6.017 -4.088 -1.464 0.65
H -0.664 -2.090 -0.453 0.02
C -1.160 -7.288 -0.286 0.19
C 10.043 4.447 4.469 0.53
C 5.256 0.633 5.653 -0.55
C -3.346 -6.118 -0.864 0.36
H 4.607 -4.873 -9.149 0.38
O 9.967 3.563 5.314 -0.68
H 1.845 -2.346 0.382 0.30
H 4.130 -3.575 -5.080 0.46
H -10.418 -2.792 -0.335 0.21
C -5.843 -6.135 -2.119 -0.52
H -0.709 1.799 -4.755 0.43
H -9.764 2.633 -1.900 0.30
O -11.270 0.014 -1.024 -0.42
H 6.421 2.775 2.096 0.47
C -11.507 -2.521 -0.727 -0.81
C 1.263 -1.327 0.511 -0.99
O 1.550 -1.125 -9.568 -0.69
C 7.282 4.542 1.212 -0.52
C 8.286 5.509 1.301 -0.57
H -11.879 -3.448 -1.338 0.32
N -3.771 2.493 -1.023 -0.52
H -8.860 1.256 -2.924 0.37
H -1.196 -10.532 -1.330 0.44
C 9.204 5.472 2.358 0.26
H -7.216 1.469 -0.458 0.24
C 1.000 2.923 4.504 0.45
H 1.974 -0.386 0.517 0.27
C -5.050 -7.284 -2.124 -0.53
C 1.454 4.083 5.130 0.34
C 0.221 0.579 -7.793 -0.58
C 2.351 -1.597 -5.560 0.49
C 0.131 -7.248 0.256 -0.52
C 0.456 -9.568 -0.341 -0.42
H -6.837 2.390 -3.475 0.30
H -1.217 6.112 4.530 0.39
O -1.618 -5.070 0.333 -0.69
H 8.034 2.707 3.974 0.50
C -10.366 0.193 3.242 -0.89
C -9.230 0.085 2.021 -0.19
S -4.833 1.623 -2.106 0.89
C -0.250 2.916 3.870 -0.89
O -2.086 2.299 1.069 -0.65
H 0.723 -1.380 1.554 0.23
C -0.828 -9.608 -0.888 -0.57
C -4.149 -4.970 -0.848 -0.84
C 4.470 -4.325 -7.069 -0.45
C 3.972 0.592 5.106 -0.59
C -2.211 -0.056 -0.419 -0.82
H 13.554 6.534 6.672 0.39
C 11.917 5.527 5.696 -0.52
C -0.191 1.187 -5.490 -0.44
O -3.392 -9.533 -1.999 -0.70
C 0.718 0.214 -5.070 -0.44
C 9.107 4.473 3.327 0.24
C 4.160 -4.198 -8.423 -0.44
H -0.577 0.611 -1.883 -0.05
H 13.814 8.232 4.879 0.39
O 3.182 5.130 6.328 -0.70
H 0.024 0.728 -8.853 0.44
H 0.635 -1.481 -1.717 0.10
C 1.120 -0.410 -7.372 0.28
C 1.379 -0.582 -6.013 0.26
O 1.408 0.667 3.995 -0.68
C 1.774 -1.277 -8.373 0.60
C 0.938 -8.386 0.221 -0.49
O -8.613 -0.869 -0.840 -0.54
C -2.974 -8.501 -1.489 0.56
C -5.396 -4.981 -1.475 -0.63
C 8.109 3.496 3.227 -0.60
C 12.900 6.513 5.804 -0.46
H 5.882 -0.257 5.634 0.41
H -10.030 -0.631 4.035 0.31
C 12.192 7.453 3.692 -0.55
H -12.474 -1.206 -2.325 0.27
O 10.384 7.340 1.563 -0.68
H 6.567 4.576 0.393 0.41
H -9.242 -1.037 1.687 0.27
C 4.931 2.952 6.250 -0.59
C 3.167 1.738 5.124 0.19
H -2.698 -0.525 -1.389 0.36
C 13.043 7.469 4.799 -0.44
H 1.082 -10.457 -0.360 0.38
H 12.306 8.205 2.914 0.45
H -6.140 3.736 -2.212 0.28
H -8.211 0.437 2.503 0.26
O -4.102 1.524 -3.479 -0.66
C 3.887 -3.466 -6.136 -0.51
C 3.278 -3.203 -8.848 -0.55
C 2.786 4.116 5.765 0.57
H -2.283 -0.886 0.429 0.29
C -0.626 0.213 -0.783 -0.01
O 2.619 -1.710 -4.369 -0.68
H 0.995 6.136 5.643 0.43
C -1.633 -8.462 -0.870 0.19
H -10.601 -1.338 -2.589 0.26
C 3.640 2.912 5.708 0.27
C 11.067 5.504 4.583 0.25
H -1.132 2.140 -7.179 0.40
H -12.193 -2.339 0.211 0.22
O -5.214 0.186 -1.580 -0.56
H -7.819 3.256 -0.574 0.29
H 0.512 -6.331 0.701 0.50
H 5.163 -5.095 -6.739 0.39
C -0.431 1.375 -6.851 -0.54
C -3.800 -7.277 -1.490 0.29
H -2.010 4.060 3.378 0.46
C -6.443 2.593 -2.372 -0.61
C 11.194 6.475 3.590 0.14
C 2.695 -2.336 -7.914 0.16
O -4.263 1.096 1.241 -0.72
C 1.826 1.699 4.505 0.59
H 3.043 -3.108 -9.907 0.44
H 0.904 0.076 -4.006 0.44
C 5.738 1.814 6.216 -0.50
C -2.014 -6.085 -0.229 0.53
C 7.199 3.532 2.170 -0.52
C 0.651 5.230 5.147 -0.60
C -7.587 2.280 -1.218 -0.35
H -11.364 -0.218 2.769 0.22
H 1.943 -8.351 0.636 0.39
H 3.604 -0.332 4.664 0.49
H 6.743 1.849 6.630 0.47
C -1.043 4.066 3.875 -0.55
H 5.312 3.869 6.695 0.46
H -3.805 -4.064 -0.351 0.61
H -10.451 1.269 3.695 0.27
C 10.271 6.490 2.437 0.62
H -0.607 2.019 3.368 0.56
H 11.815 4.781 6.482 0.45
C -11.425 -1.251 -1.760 -0.21
C 2.990 -2.476 -6.558 0.14
O -9.558 1.057 0.968 -0.40
C -0.596 5.219 4.519 -0.42
P -9.609 0.338 -0.616 0.83
H -5.407 -8.182 -2.627 0.43
C 0.137 -1.242 -0.683 0.09
S -3.119 1.462 0.231 1.07

---

Entry 5:
39
Properties=species:S:1:pos:R:3:lowdin_spin:R:1 method="wB97M-V/def2-TZVPD" homo_lumo_gap_ev="9.11 / 5.96" max_force_ha_per_bohr=0.0169 charge=+2 multiplicity=5 total_energy_ha=-1454.6148 lumo_energy_ev="-5.55 / -9.15" e_homo_ha="-0.5388 / -0.5554"
H 5.052 1.274 -0.356 0.00
Rh -0.988 -1.305 0.912 2.48
C 1.593 2.932 -1.129 0.00
H -0.735 -4.043 0.629 0.00
H 2.643 4.261 -2.419 0.00
H -3.128 1.990 -3.420 0.00
C -1.492 0.260 -1.265 0.02
N -2.119 -1.874 2.794 0.07
N 5.057 3.260 -2.084 0.28
N -0.277 -3.407 1.277 0.10
C 3.977 2.807 -1.480 0.12
H 5.012 4.035 -2.733 0.00
H -3.095 -1.595 2.793 0.00
H 0.133 -3.271 3.326 0.00
H 3.008 0.418 0.752 0.00
C -1.993 -3.336 3.019 0.01
C -2.930 1.208 -2.698 0.00
C -3.896 0.258 -2.395 0.00
H 0.720 -3.477 1.091 0.01
H -0.480 -4.851 2.843 0.00
N -0.255 0.106 -0.612 0.15
O 0.580 0.389 1.612 0.06
H -2.229 -3.606 4.047 0.00
C 2.705 3.417 -1.742 0.13
C -0.586 -3.779 2.682 0.01
C 4.081 1.706 -0.563 0.14
H -2.711 -3.839 2.370 0.00
H -4.268 -1.455 -1.142 0.00
N -1.716 1.213 -2.140 0.01
H -4.864 0.261 -2.873 0.00
C 2.958 1.232 0.041 0.00
H 0.619 3.372 -1.300 0.00
H -1.681 -1.367 3.561 0.00
O -0.674 2.298 0.641 0.02
C -3.569 -0.689 -1.450 0.01
H 5.967 2.851 -1.917 0.00
C 1.720 1.837 -0.246 0.25
N -2.361 -0.692 -0.875 0.08
S 0.222 1.205 0.450 0.02

---

Entry 6:
40
Properties=species:S:1:pos:R:3:mulliken_charge:R:1 method="wB97M-V/def2-TZVPD" homo_lumo_gap_ev=2.35 max_force_ha_per_bohr=0.1110 charge=+2 total_energy_ha=-21818.9209 lumo_energy_ev=-7.33 e_homo_ha=-0.3557
H 3.619 -3.352 -0.381 0.37
C 4.460 -3.122 1.724 -0.59
C -1.219 -6.941 -0.741 -0.54
H -1.970 -4.841 -0.793 0.40
H -2.976 4.369 -1.961 0.37
H 2.596 5.969 0.671 0.39
Br -1.881 -7.141 1.152 -0.18
O -2.720 -0.470 0.744 -0.78
C -2.896 5.585 -3.775 -0.57
O -1.064 -0.946 2.000 -0.76
Br -0.905 5.963 -3.670 -0.15
Br -5.191 3.885 -3.085 -0.19
C -3.213 4.291 -3.022 -0.59
Na -4.982 2.154 2.745 0.91
H 1.405 4.758 0.731 0.36
H -3.403 6.438 -3.322 0.38
H 3.059 -1.998 0.655 0.34
H 3.156 2.912 0.895 0.29
H -0.147 -6.742 -0.730 0.38
C -1.953 -5.760 -1.379 -0.67
Na 1.011 0.920 4.712 0.95
H -2.637 3.469 -3.448 0.39
Na -2.806 -2.951 4.961 0.83
C 3.449 3.899 0.535 -0.53
H 3.493 3.871 -0.554 0.38
Br -3.824 -6.108 -1.746 -0.14
H 5.434 -3.485 1.395 0.35
H -1.464 -5.583 -2.337 0.35
O -1.553 1.058 1.701 -0.73
H -1.383 -7.771 -1.428 0.40
H -3.150 5.520 -4.833 0.38
C 2.419 4.969 1.068 -0.61
Br 4.642 -1.506 2.904 -0.15
H 3.985 -3.903 2.317 0.39
Br 2.293 5.017 3.056 -0.17
Br 5.310 -1.497 -0.505 -0.09
Na -6.375 -2.481 0.684 0.92
C -1.687 -0.107 1.333 0.64
C 3.910 -2.616 0.368 -0.61
Br 5.160 4.272 1.359 -0.11

---

Entry 7:
19
Properties=species:S:1:pos:R:3:mulliken_charge:R:1 method="wB97M-V/def2-TZVPD" homo_lumo_gap_ev=8.80 max_force_ha_per_bohr=0.1222 smiles="C=[NH+]C(C)=C(C)C" charge=+1 relative_energy_kcal_mol=53.4 total_energy_ha=-290.2369 lumo_energy_ev=-5.15 e_homo_ha=-0.5127
C 1.005 -1.655 0.278 -1.33
C -0.550 1.857 -0.375 -1.43
H -3.392 -1.277 0.103 0.28
H 1.810 -2.033 -0.318 0.41
H 1.419 -1.733 1.414 0.30
H -1.023 -1.415 0.256 -0.07
H 0.296 2.245 -0.889 0.40
C 2.154 0.482 -0.012 -1.37
H -1.269 1.860 -1.166 0.43
H -3.303 0.529 -0.062 0.31
H 0.134 -2.323 0.139 0.44
H 1.916 1.413 -0.496 0.29
C 0.866 -0.257 -0.041 0.73
C -2.846 -0.371 0.075 -0.12
C -0.247 0.388 -0.053 0.62
H 2.974 -0.150 -0.463 0.37
H 2.493 0.585 1.002 0.35
H -0.929 2.349 0.563 0.32
N -1.509 -0.492 0.043 0.06

---

Entry 8:
82
Properties=species:S:1:pos:R:3:mulliken_charge:R:1 method="wB97M-V/def2-TZVPD" homo_lumo_gap_ev=6.68 max_force_ha_per_bohr=0.0974 charge=+1 relative_energy_kcal_mol=19.2 total_energy_ha=-3179.7036 lumo_energy_ev=-3.27 e_homo_ha=-0.3657
H 1.875 -6.542 -3.372 0.37
C 4.633 1.733 -0.004 -0.82
C -3.855 4.420 1.166 -0.34
H 4.666 -2.632 0.145 0.47
H 0.432 -1.191 4.385 0.37
H -6.358 1.478 -0.216 0.32
C -1.050 -0.236 2.997 -1.18
H -1.943 5.183 1.867 0.34
C -6.136 3.610 0.246 0.92
N 0.499 -3.787 -1.970 -0.07
H 3.994 0.325 1.478 0.46
C -2.499 4.737 1.015 -1.16
C -6.681 2.436 -0.599 -1.37
C 3.911 -2.903 3.499 0.35
N 1.261 0.653 -2.209 0.17
N 0.106 -0.846 1.137 0.11
H 5.887 3.809 -1.204 0.36
N 0.779 -1.393 2.279 0.32
H 5.141 3.547 -2.851 0.38
F -3.368 -5.720 -1.952 -0.21
C 2.888 -1.912 1.058 -0.05
C 5.495 3.070 -1.925 -1.59
H 5.436 -3.999 4.483 0.36
C 2.582 -2.499 3.431 -0.85
H 1.950 -2.620 4.341 0.39
C 0.640 1.641 -2.939 -0.01
H -0.244 -7.514 -2.430 0.47
H 1.172 2.473 -3.371 0.39
C 3.845 0.734 0.469 -0.52
N 2.552 -1.255 -0.115 -0.37
C 2.532 0.758 -1.536 -0.11
C -6.605 3.493 1.736 -1.42
C -2.575 4.070 -1.246 -0.68
H 3.394 1.910 -3.133 0.67
C 4.128 -2.570 1.088 -0.25
C -2.322 -6.171 -1.157 0.60
H -6.240 4.331 2.343 0.36
H 5.443 2.066 0.656 0.37
C -1.833 4.473 -0.158 0.94
C -0.994 -5.686 -1.585 -0.08
C 0.050 -0.997 3.389 0.05
H -4.399 3.189 -1.903 0.14
C 4.464 2.186 -1.347 0.85
C 1.121 -5.933 -2.821 -0.77
H -4.347 4.689 2.096 0.14
H -6.600 4.542 -0.150 0.15
C -0.740 -4.271 -1.552 0.43
C -4.643 3.871 0.114 0.46
C -0.040 -6.457 -2.299 -0.13
N 0.289 -0.382 -1.932 0.17
C -3.900 3.660 -1.055 -0.37
C 2.877 0.042 -0.358 1.30
C 4.517 -3.474 4.795 -1.33
C 2.045 -1.917 2.231 1.26
H -6.427 2.531 -1.622 0.43
H 0.131 4.587 0.763 0.37
C -0.342 4.577 -0.234 -1.13
C -0.813 -0.054 -2.649 -0.48
H 2.171 -4.052 -3.171 0.45
H -1.689 -0.689 -2.661 0.50
H 0.043 5.501 -0.672 0.35
H -1.908 0.095 3.597 0.42
H -7.770 2.570 -0.518 0.40
F -2.327 -7.581 -1.280 -0.30
H 4.818 -2.674 5.482 0.30
H -2.186 3.909 -2.268 0.44
H 5.585 -3.747 2.222 0.24
Sc 0.584 -1.930 -0.714 0.07
H -7.713 3.495 1.712 0.39
H 3.845 -4.188 5.331 0.36
H -1.483 1.853 -3.602 0.39
H 0.083 3.784 -0.871 -0.04
S -1.823 -3.152 -0.796 -0.39
C -0.676 1.233 -3.124 -0.96
C 3.434 1.680 -2.099 -1.21
H 6.356 2.409 -2.254 0.30
C 4.658 -3.097 2.286 -0.69
H -1.411 0.553 0.909 0.79
F -2.590 -5.802 0.116 -0.19
C -0.906 -0.076 1.607 -0.68
C 1.332 -4.547 -2.685 -0.27
H -6.207 2.589 2.137 0.38